The following is a DFT calculation (wB97M-V/def2-TZVPD) of a structure of composition C16H39AsF6N2O9Zn.

```
74
C16H39AsF6N2O9Zn wB97M-V/def2-TZVPD
Zn -0.270 -0.115 1.046
O 0.470 1.423 0.137
H 1.122 2.142 0.022
As -1.563 -3.299 2.607
F -0.844 -2.925 4.148
F -3.044 -2.396 3.112
F -2.357 -3.679 1.014
F -0.070 -4.210 2.090
F -2.235 -4.823 3.317
F -0.871 -1.729 1.956
C -3.787 0.728 -0.840
C -2.639 0.753 0.119
C -2.943 0.711 1.625
O -1.691 0.718 2.311
C -1.703 1.497 3.482
N -1.808 -0.344 -0.239
H -4.424 1.613 -0.851
H -4.428 -0.134 -0.652
H -3.405 0.641 -1.857
H -2.143 1.695 -0.116
H -3.661 -0.050 1.932
H -3.451 1.669 1.734
H -0.830 1.195 4.061
H -2.538 1.382 4.173
H -1.675 2.553 3.213
H -1.377 -0.115 -1.123
H -2.445 -1.047 -0.587
C -0.357 3.231 -2.841
C -1.367 2.103 -2.913
C -1.775 1.813 -4.359
O -2.328 2.977 -4.999
C -2.662 2.734 -6.400
N -0.611 0.959 -2.406
H 0.546 3.022 -3.414
H 0.109 3.339 -1.862
H -0.722 4.189 -3.212
H -2.225 2.348 -2.287
H -2.450 0.976 -4.536
H -0.922 1.399 -4.898
H -3.428 1.966 -6.504
H -1.780 2.503 -6.997
H -3.094 3.686 -6.708
H -0.320 1.350 -1.522
H 0.225 0.998 -2.973
C 4.842 -0.571 -1.664
C 3.671 -1.053 -0.740
O 2.704 -1.748 -1.485
C 1.478 -1.860 -1.027
O 0.971 -1.425 0.008
O 0.734 -2.657 -1.848
C 1.108 -3.066 -3.158
H 5.349 -1.434 -2.097
H 5.535 0.063 -1.110
H 4.475 -0.022 -2.532
H 3.324 -0.115 -0.308
H 4.067 -1.701 0.042
H 1.180 -2.234 -3.857
H 0.399 -3.771 -3.594
H 2.039 -3.598 -3.356
C 2.810 -2.792 5.657
C 1.996 -2.030 4.540
O 2.745 -0.975 3.942
C 2.165 -0.034 3.216
O 1.066 -0.112 2.590
O 2.921 1.028 3.297
C 2.611 2.244 2.660
H 3.254 -2.042 6.312
H 3.615 -3.351 5.180
H 2.106 -3.338 6.285
H 1.003 -1.661 4.797
H 1.941 -2.786 3.757
H 2.479 2.016 1.602
H 3.477 2.887 2.819
H 1.705 2.689 3.071
```

Output
* 2S+1: 1
* net charge: 0

The following is a DFT calculation (wB97M-V/def2-TZVPD) of a cluster of 2 separate species, C4H10NO3 in total.

```
18
C4H10NO3 wB97M-V/def2-TZVPD
O -0.421 -0.061 -2.969
C -1.130 -0.399 -2.003
N -0.582 -0.880 -0.864
C -1.204 -0.763 0.424
C -0.398 0.320 1.181
C 0.129 1.437 0.249
O 1.410 1.165 -0.299
H -2.201 -0.539 -2.097
H 1.078 0.609 -1.055
H -0.949 -1.764 1.019
H -2.307 -0.561 0.339
H -1.016 0.680 2.064
H 0.437 -0.211 1.598
H -0.645 1.558 -0.515
H 0.402 2.353 0.841
H 2.670 -1.611 0.216
H 2.103 -0.262 0.861
O 2.626 -1.071 1.008
```

Output
* 2S+1: 1
* energy relative to the best compared isomer or geometry (same formula, charge and spin): 62.0 kcal per mole
* net charge: -1

The following is a DFT calculation (wB97M-V/def2-TZVPD) of a cluster of 15 separate species, C40H84Cl28N4O2P in total.

```
159
C40H84Cl28N4O2P wB97M-V/def2-TZVPD
C -11.874 -1.652 1.496
C -10.920 -2.819 1.802
C -9.500 -2.617 1.230
C -8.838 -3.914 0.706
C -7.597 -4.377 1.501
C -6.265 -4.217 0.729
C -5.526 -2.947 1.173
C -4.298 -2.597 0.305
C -2.950 -2.799 1.040
C -2.016 -1.596 0.864
C -0.622 -1.902 1.470
C -0.003 -0.690 2.172
C 0.487 0.389 1.184
C 1.834 0.948 1.640
N 2.482 1.793 0.622
C 3.120 0.967 -0.373
P 2.988 1.835 -2.045
N 1.732 2.761 -2.111
C 4.530 0.494 -0.022
N 5.399 1.548 0.588
C 4.710 2.346 1.668
C 4.667 1.606 3.007
C 5.730 2.065 3.987
O 5.486 1.328 5.199
C 5.943 1.964 6.325
O 5.358 2.871 6.845
C 3.364 2.836 1.112
C 2.650 3.845 2.037
C 2.533 5.216 1.357
C 3.896 5.859 1.027
C 4.313 5.757 -0.449
C 3.882 6.957 -1.296
N 3.843 6.573 -2.711
H -12.892 -2.028 1.387
H -11.598 -1.141 0.572
H -11.841 -0.913 2.289
H -10.820 -2.876 2.887
H -11.325 -3.774 1.470
H -8.860 -2.190 2.004
H -9.554 -1.888 0.421
H -8.537 -3.744 -0.329
H -9.577 -4.716 0.691
H -7.515 -3.764 2.402
H -7.707 -5.415 1.817
H -5.628 -5.073 0.964
H -6.461 -4.189 -0.344
H -6.239 -2.117 1.163
H -5.238 -3.098 2.216
H -4.306 -3.217 -0.593
H -4.353 -1.554 -0.012
H -2.442 -3.682 0.645
H -3.117 -2.938 2.109
H -1.882 -1.422 -0.205
H -2.415 -0.720 1.375
H -0.744 -2.679 2.230
H 0.060 -2.288 0.709
H -0.732 -0.238 2.844
H 0.853 -1.051 2.750
H 0.588 -0.025 0.177
H -0.231 1.206 1.104
H 1.677 1.467 2.585
H 2.476 0.083 1.877
H 2.532 0.056 -0.488
H 2.861 0.735 -2.919
H 4.221 2.482 -2.304
H 1.947 3.719 -2.372
H 4.526 -0.349 0.662
H 5.033 0.139 -0.923
H 5.752 2.201 -0.115
H 6.225 1.102 0.997
H 5.322 3.243 1.799
H 4.810 0.531 2.845
H 3.692 1.732 3.469
H 6.745 1.844 3.655
H 5.575 3.125 4.208
H 6.891 1.588 6.737
H 3.630 3.428 0.228
H 3.258 3.972 2.938
H 1.656 3.482 2.281
H 2.017 5.872 2.061
H 1.887 5.117 0.482
H 3.824 6.918 1.281
H 4.654 5.396 1.662
H 3.884 4.891 -0.957
H 5.403 5.667 -0.502
H 4.537 7.814 -1.120
H 2.870 7.255 -1.010
H 4.644 6.900 -3.229
H 2.989 6.848 -3.168
C -4.890 -6.923 -1.630
Cl -3.792 -5.563 -1.341
Cl -4.661 -8.218 -0.451
H -5.913 -6.557 -1.565
H -4.694 -7.315 -2.622
C 1.274 5.338 -5.604
Cl 3.008 5.498 -5.906
Cl 0.884 5.417 -3.882
H 0.757 6.147 -6.108
H 0.944 4.379 -5.983
C 4.868 -2.716 2.563
Cl 6.059 -2.277 1.315
Cl 3.338 -3.221 1.848
H 5.277 -3.529 3.151
H 4.688 -1.848 3.187
C -8.277 0.827 2.808
Cl -10.043 0.749 2.792
Cl -7.579 0.623 1.195
H -7.980 1.800 3.182
H -7.904 0.040 3.452
C -13.501 -4.605 4.357
Cl -11.895 -5.287 4.079
Cl -13.471 -3.308 5.558
H -13.867 -4.198 3.422
H -14.153 -5.393 4.714
C 8.523 4.698 2.602
Cl 8.564 3.104 1.821
Cl 7.817 5.914 1.540
H 7.923 4.629 3.502
H 9.540 4.984 2.842
C -1.988 -5.048 -4.950
Cl -3.752 -5.027 -4.887
Cl -1.385 -5.422 -6.569
H -1.624 -4.069 -4.663
H -1.631 -5.805 -4.262
C 8.839 9.584 2.122
Cl 10.454 9.993 1.536
Cl 7.606 10.703 1.527
H 8.590 8.591 1.770
H 8.844 9.621 3.205
C -9.066 -7.315 -2.723
Cl -7.959 -5.962 -2.434
Cl -8.818 -8.617 -1.557
H -10.082 -6.950 -2.630
H -8.884 -7.698 -3.719
C 8.915 -1.376 -1.126
Cl 10.435 -2.023 -1.728
Cl 9.169 -0.036 0.017
H 8.336 -0.995 -1.959
H 8.377 -2.168 -0.616
C 12.689 -5.236 -1.611
Cl 11.893 -6.704 -2.188
Cl 13.870 -4.624 -2.775
H 11.935 -4.475 -1.452
H 13.201 -5.460 -0.683
C 6.591 -0.271 -4.994
Cl 8.308 -0.151 -5.347
Cl 6.299 -0.373 -3.238
H 6.086 0.610 -5.370
H 6.195 -1.170 -5.450
C -5.947 -5.548 -7.927
Cl -5.943 -7.106 -8.760
Cl -7.332 -5.380 -6.838
H -5.038 -5.468 -7.343
H -5.998 -4.760 -8.668
C -2.651 6.574 -2.725
Cl -4.086 7.436 -2.167
Cl -2.141 7.099 -4.335
H -1.841 6.767 -2.031
H -2.875 5.515 -2.765
```

Output
* 2S+1: 1
* net charge: +1

| no. | calculated total energy (eV) | gap between HOMO and LUMO (eV) | strongest force on any atom (eV/A) |
| --- | --- | --- | --- |
| 1 | -164195.7284 | 9.45 | 4.43 |
| 2 | -11942.7070 | 7.52 | 3.45 |
| 3 | -412806.7954 | 8.82 | 1.70 |